21
Properties=species:S:1:pos:R:3:forces:R:3:lowdin_charge:R:1 method="wB97M-V/def2-TZVPD" homo_lumo_gap_ev=9.2 spin_multiplicity=1 e_homo_ev=-12.4 total_charge=+1 e_tot_ha=-1065.7598 smiles=CNC[C@H]([NH3+])CSS
C -0.772837 2.600952 -0.780077 -0.409 -0.549 0.126 -0.10
N -0.116825 1.985628 0.420876 -0.554 0.190 1.889 -0.17
C -0.822885 0.723693 0.792732 0.072 0.261 -1.234 -0.19
C 0.194891 -0.408983 0.606285 -0.583 -3.090 0.364 -0.35
N 1.456752 0.007649 -0.089192 0.844 1.163 0.436 0.15
C -0.471349 -1.548890 -0.258124 -0.988 2.535 -0.401 -0.55
S 0.752384 -2.600697 -0.924193 1.158 -0.948 -0.807 0.46
S 0.591405 -4.436070 -0.146619 -1.266 -1.841 -0.050 0.36
H -1.076810 1.683608 -1.498081 0.042 2.360 1.673 0.12
H -1.589555 3.290006 -0.344464 0.754 -1.217 -1.648 0.12
H -0.050689 3.166123 -1.400639 -0.360 -0.029 0.669 0.07
H -0.204721 2.536110 1.297930 0.284 0.355 -1.415 0.13
H -1.133018 0.460774 1.836294 -0.323 1.588 -0.699 0.14
H -1.699730 0.793445 0.038500 1.089 -1.521 1.631 0.13
H 0.465210 -0.936523 1.589269 -0.084 1.133 -1.348 0.17
H 1.115951 0.178763 -1.014031 0.459 -0.017 -1.272 0.13
H 2.311205 -0.574755 -0.088003 -1.132 -0.585 -0.059 0.16
H 1.811643 0.933212 0.185154 -0.827 0.212 0.516 0.16
H -1.016898 -1.135821 -1.199004 1.134 -0.157 1.372 0.11
H -1.337520 -1.850858 0.324313 0.264 -1.015 0.133 0.10
H 1.593396 -4.867366 0.651074 0.425 1.172 0.127 -0.17

20
Properties=species:S:1:pos:R:3:forces:R:3:lowdin_charge:R:1 method="wB97M-V/def2-TZVPD" homo_lumo_gap_ev=11.4 spin_multiplicity=1 e_homo_ev=-14.4 total_charge=+1 e_tot_ha=-558.9959 smiles="C[Si](C)(C)/[NH+]=C/N"
C -1.432256 0.162780 -1.902016 1.071 -1.403 0.619 -0.15
Si -0.817505 -0.056554 -0.137291 0.564 -0.826 0.471 0.61
C -1.060121 1.404468 0.997918 -0.231 0.844 1.153 -0.18
C -1.349944 -1.807118 0.541527 -0.241 0.108 -1.943 -0.19
N 1.089996 -0.193306 -0.158362 0.680 -3.557 -2.995 0.00
C 2.058122 0.446615 0.392670 1.038 -0.151 1.265 -0.27
N 3.355931 0.109403 0.457972 -0.144 -1.819 -1.920 0.14
H -1.906046 1.045598 -2.169707 -0.641 2.148 -0.010 0.01
H -0.652149 0.021783 -2.655256 -0.034 -0.290 0.127 0.04
H -2.221669 -0.560344 -2.048017 -0.018 -0.656 -0.147 0.03
H -0.428042 2.290028 0.929222 0.488 -0.126 -0.907 0.04
H -2.032080 1.870000 0.931660 -0.702 -0.113 -0.767 0.04
H -1.053017 1.338072 2.089713 0.302 -1.182 0.087 0.05
H -1.022149 -2.735411 -0.142407 -0.221 2.130 1.786 0.08
H -1.112465 -1.871502 1.637611 -0.471 -0.392 -1.186 0.04
H -2.459172 -1.764397 0.282012 1.049 -0.157 1.003 0.04
H 1.490970 -1.093012 -0.786177 -1.554 2.997 2.147 0.21
H 1.854837 1.289391 1.041333 -0.444 0.333 -0.281 0.14
H 3.940697 0.869377 0.787013 0.439 -0.674 -0.115 0.12
H 3.756071 -0.765880 -0.089414 -0.931 2.786 1.612 0.19

20
Properties=species:S:1:pos:R:3:forces:R:3:lowdin_charge:R:1 method="wB97M-V/def2-TZVPD" homo_lumo_gap_ev=9.1 spin_multiplicity=1 e_homo_ev=-8.1 e_tot_ha=-324.3230 smiles=CNCCNCN
C 2.297469 1.753698 -1.320387 -0.223 -1.932 -0.360 -0.16
N 1.375984 0.588930 -0.768607 2.537 2.885 -3.122 -0.17
C 0.699333 1.211040 0.366500 -1.767 -3.170 0.268 -0.26
C -0.803785 0.661408 0.598051 -1.445 4.771 -0.288 -0.30
N -1.087728 -0.636386 0.970119 0.286 -3.518 0.106 -0.14
C -1.678114 -1.596713 -0.024687 0.282 -0.107 0.481 -0.27
N -2.057642 -2.943451 0.597599 0.610 1.914 -0.856 -0.03
H 2.754019 2.355637 -0.302735 -0.592 -1.600 -3.439 0.13
H 1.741782 2.422358 -2.073225 0.554 -0.540 1.702 0.07
H 2.941307 1.080959 -2.082832 -0.229 2.227 2.043 0.09
H 2.037924 -0.209312 -1.028916 -2.053 0.882 2.510 0.11
H 1.227956 1.030146 1.311273 0.033 0.216 0.136 0.10
H 0.634574 2.285971 0.184085 -0.057 -0.251 -0.013 0.09
H -1.609442 1.017815 -0.208546 2.110 -0.712 1.223 0.15
H -1.147593 1.241104 1.511880 0.528 0.254 -0.896 0.10
H -0.280320 -0.984415 1.506826 -0.744 -0.494 -0.461 0.12
H -0.891467 -1.962840 -0.756973 -1.176 1.009 0.077 0.10
H -2.562263 -0.946919 -0.496937 1.807 -1.947 0.772 0.14
H -2.383362 -2.851774 1.574944 0.667 -0.177 -0.840 0.06
H -1.208639 -3.517261 0.442565 -1.128 0.290 0.958 0.05

What did the second record say?
20
Properties=species:S:1:pos:R:3:forces:R:3:lowdin_charge:R:1 method="wB97M-V/def2-TZVPD" homo_lumo_gap_ev=11.4 spin_multiplicity=1 e_homo_ev=-14.4 total_charge=+1 e_tot_ha=-558.9959 smiles="C[Si](C)(C)/[NH+]=C/N"
C -1.432256 0.162780 -1.902016 1.071 -1.403 0.619 -0.15
Si -0.817505 -0.056554 -0.137291 0.564 -0.826 0.471 0.61
C -1.060121 1.404468 0.997918 -0.231 0.844 1.153 -0.18
C -1.349944 -1.807118 0.541527 -0.241 0.108 -1.943 -0.19
N 1.089996 -0.193306 -0.158362 0.680 -3.557 -2.995 0.00
C 2.058122 0.446615 0.392670 1.038 -0.151 1.265 -0.27
N 3.355931 0.109403 0.457972 -0.144 -1.819 -1.920 0.14
H -1.906046 1.045598 -2.169707 -0.641 2.148 -0.010 0.01
H -0.652149 0.021783 -2.655256 -0.034 -0.290 0.127 0.04
H -2.221669 -0.560344 -2.048017 -0.018 -0.656 -0.147 0.03
H -0.428042 2.290028 0.929222 0.488 -0.126 -0.907 0.04
H -2.032080 1.870000 0.931660 -0.702 -0.113 -0.767 0.04
H -1.053017 1.338072 2.089713 0.302 -1.182 0.087 0.05
H -1.022149 -2.735411 -0.142407 -0.221 2.130 1.786 0.08
H -1.112465 -1.871502 1.637611 -0.471 -0.392 -1.186 0.04
H -2.459172 -1.764397 0.282012 1.049 -0.157 1.003 0.04
H 1.490970 -1.093012 -0.786177 -1.554 2.997 2.147 0.21
H 1.854837 1.289391 1.041333 -0.444 0.333 -0.281 0.14
H 3.940697 0.869377 0.787013 0.439 -0.674 -0.115 0.12
H 3.756071 -0.765880 -0.089414 -0.931 2.786 1.612 0.19